Density functional theory data (the ωB97M-V functional and the def2-TZVPD basis) for C23H49N3NdP4S as an isolated structure.

Calculated values
<S²> = 3.754
Net charge = +3
Spin multiplicity = 4
LUMO level (alpha / beta) = -10.80 / -10.72 eV
Gap between HOMO and LUMO (alpha / beta) = 5.47 / 5.56 eV
Electronic energy = -3393.9749 Ha
Maximum force = 4.22 eV/A
E_HOMO (alpha / beta) = -16.27 / -16.28 eV

Last column: Löwdin spin population.
Positions of all 81 atoms, in Å:
Nd 0.33229 -0.86741 -0.84304  3.04
P -0.49908 1.92419 0.50853  -0.01
P -2.71824 -1.29647 -0.75280  -0.01
P 2.62285 1.06638 -0.51127  -0.01
H 1.13384 -2.17040 -2.93438  0.00
C 2.08990 -1.96369 -2.36869  0.00
C 2.21096 -2.26738 -1.01323  0.00
H 1.52386 -3.01423 -0.53554  0.00
C -0.83176 3.40651 -0.53327  0.00
C -2.05225 2.09278 1.51318  0.00
C 0.55472 2.73340 1.80776  0.00
C -3.78664 -2.67932 -1.34504  0.00
C -3.70954 -0.81928 0.78090  0.00
C -3.20012 0.11818 -1.79205  0.00
C 4.10949 0.47825 -1.42110  0.00
C 3.56263 1.22422 1.06353  0.00
C 2.55765 2.79965 -1.11056  0.00
H 3.02157 -1.81221 -2.92675  0.00
H 3.22211 -2.05845 -0.57761  0.00
H -0.97364 4.30051 0.10340  0.00
H -1.75756 3.23123 -1.10007  0.00
H -0.00547 3.57547 -1.23454  0.00
H -2.00167 2.99858 2.14670  0.00
H -2.17828 1.23379 2.18681  0.00
H -2.92733 2.17735 0.84537  0.00
H 0.11303 3.69705 2.10425  0.00
H 1.57118 2.89882 1.43478  0.00
H 0.57639 2.08189 2.69516  0.00
H -4.84223 -2.37889 -1.45032  0.00
H -3.67146 -3.55347 -0.67809  0.00
H -3.41936 -2.96078 -2.33377  0.00
H -4.36517 0.05093 0.57193  0.00
H -2.96397 -0.53157 1.52721  0.00
H -4.23708 -1.69110 1.19853  0.00
H -3.98867 -0.18260 -2.48337  0.00
H -2.34285 0.43393 -2.39282  0.00
H -3.52965 0.97664 -1.20493  0.00
H 4.84966 1.28271 -1.38903  0.00
H 3.88314 0.24893 -2.46601  0.00
H 4.50545 -0.40889 -0.91235  0.00
H 4.39694 1.92230 0.93874  0.00
H 3.96568 0.23338 1.29807  0.00
H 2.94798 1.55573 1.89710  0.00
H 3.57432 3.14247 -1.33745  0.00
H 2.11509 3.47316 -0.37491  0.00
H 1.98426 2.87818 -2.03983  0.00
C -0.26538 1.00004 -4.22899  0.00
C -0.68842 2.31745 -4.51323  0.00
C -1.51197 2.46362 -5.63761  0.00
C -2.03834 1.30627 -6.22491  0.00
C -1.94647 0.06282 -5.56864  0.00
C -1.06276 -0.11951 -4.50908  0.00
S 1.40535 0.88136 -3.65417  0.00
H 0.84141 1.20364 -2.44514  0.00
H -0.22118 3.19364 -4.04693  0.00
H -1.57387 3.47428 -6.05072  0.00
H -2.34583 1.38631 -7.26380  0.00
H -2.49867 -0.81655 -5.87576  0.00
H -1.10579 -1.02377 -3.90368  0.00
C 1.87597 -2.40360 4.49737  0.00
N 1.43486 -0.99822 4.37712  0.00
C 0.02186 -0.84040 4.81690  0.00
N -0.89964 -1.81089 4.15519  0.00
C -0.37552 -3.20482 4.27481  0.00
N 0.99907 -3.34515 3.75310  0.00
C 1.09834 -3.20155 2.30514  0.00
P 0.51414 -1.49157 1.85366  -0.01
C 1.63086 -0.55070 2.99534  0.00
C -1.10777 -1.48178 2.77321  0.00
H 1.80878 -2.68303 5.55564  0.00
H 2.90849 -2.49532 4.11878  0.00
H -0.32658 0.19074 4.60003  0.00
H -0.00924 -1.03602 5.89896  0.00
H -1.04502 -3.87876 3.71139  0.00
H -0.34204 -3.45940 5.34278  0.00
H 2.13930 -3.31503 1.94879  0.00
H 0.45418 -3.93759 1.78993  0.00
H 1.44786 0.53329 2.89271  0.00
H 2.67090 -0.78211 2.69757  0.00
H -1.76615 -2.23979 2.31221  0.00
H -1.54365 -0.47833 2.69288  0.00